[1]
A molecular structure, C20H23CrN3O2. Source: the OMol25 dataset; level of theory: ωB97M-V with the def2-TZVPD basis set.

Cartesian coordinates (Å):
Cr (0.18, 0.50, 0.42)
O (0.25, -0.63, 2.05)
C (0.77, -1.84, 1.94)
C (0.48, -2.87, 2.84)
C (1.11, -4.11, 2.75)
C (2.01, -4.38, 1.73)
C (2.22, -3.40, 0.76)
C (1.60, -2.16, 0.83)
C (1.54, -1.24, -0.38)
N (2.04, 0.11, -0.05)
C (2.36, 0.83, -1.27)
C (2.00, 2.30, -1.09)
N (0.65, 2.35, -0.49)
C (0.32, 3.40, 0.15)
C (-0.91, 3.58, 0.89)
C (-1.15, 4.84, 1.47)
C (-2.31, 5.11, 2.15)
C (-3.27, 4.09, 2.26)
C (-3.07, 2.85, 1.72)
C (-1.87, 2.52, 1.02)
O (-1.68, 1.34, 0.56)
H (-0.23, -2.67, 3.64)
H (0.89, -4.87, 3.49)
H (2.51, -5.34, 1.66)
H (2.84, -3.61, -0.11)
H (2.08, -1.73, -1.21)
H (1.78, 0.46, -2.13)
H (3.42, 0.74, -1.54)
H (1.98, 2.82, -2.06)
H (2.71, 2.81, -0.43)
H (0.99, 4.27, 0.17)
H (-0.39, 5.60, 1.36)
H (-2.47, 6.08, 2.60)
H (-4.19, 4.29, 2.80)
H (-3.81, 2.07, 1.82)
C (-0.19, -0.87, -3.16)
C (-0.58, -1.55, -1.84)
C (-2.07, -1.34, -1.60)
C (-0.31, -3.06, -1.98)
N (0.11, -1.05, -0.68)
H (-0.79, -1.26, -3.99)
H (0.86, -1.03, -3.40)
H (-0.37, 0.21, -3.09)
H (-2.66, -1.70, -2.44)
H (-2.28, -0.28, -1.44)
H (-2.37, -1.87, -0.69)
H (-0.90, -3.48, -2.79)
H (-0.57, -3.57, -1.05)
H (0.74, -3.26, -2.18)

Summary:
- charge = -1
- 2S+1 = 4
- M (g/mol) = 389.42
- ΔE to the lowest compared entry with this formula, charge and spin (kcal per mole) = 0.00
- total energy (eV) = -58102.2397
- frontier orbital gap (alpha / beta) (eV) = 6.54 / 6.91

These are the Löwdin partial charges, in e, on atoms 1 to 8: Cr 0.920; O -0.169; C -0.360; C -0.037; C -0.134; C -0.137; C -0.077; C -0.124

---

[2]
C20H23N3O6 in the gas phase in a non-equilibrium geometry. Source: the OMol25 dataset; level of theory: ωB97M-V with the def2-TZVPD basis set.

Cartesian coordinates (Å):
C (6.50, 1.97, -0.88)
C (6.37, 0.56, -0.32)
C (5.20, 0.41, 0.65)
C (3.83, 0.54, -0.03)
N (2.78, 0.27, 0.93)
C (1.77, 1.25, 1.17)
C (0.52, 1.08, 0.26)
N (-0.50, 2.08, 0.67)
O (-0.65, 2.27, 1.85)
O (-1.12, 2.63, -0.22)
C (0.88, 1.26, -1.18)
C (1.29, 0.25, -1.93)
C (1.44, -1.12, -1.41)
O (1.92, -2.03, -2.05)
C (1.03, -1.30, 0.06)
N (0.55, -2.70, 0.25)
O (0.96, -3.32, 1.20)
O (-0.24, -3.11, -0.56)
C (2.27, -1.07, 0.98)
C (-0.08, -0.32, 0.47)
C (-1.41, -0.47, -0.28)
C (-2.59, -0.33, 0.67)
O (-2.47, -0.57, 1.85)
C (-3.88, 0.04, 0.06)
C (-4.00, 1.00, -0.93)
C (-5.25, 1.31, -1.45)
C (-6.38, 0.65, -0.98)
C (-6.27, -0.29, 0.02)
C (-5.03, -0.59, 0.55)
H (7.40, 2.05, -1.48)
H (6.57, 2.70, -0.07)
H (5.65, 2.22, -1.51)
H (7.29, 0.30, 0.21)
H (6.25, -0.15, -1.14)
H (5.25, -0.58, 1.12)
H (5.27, 1.15, 1.45)
H (3.79, -0.14, -0.88)
H (3.72, 1.56, -0.41)
H (2.20, 2.25, 1.03)
H (1.43, 1.17, 2.21)
H (0.81, 2.27, -1.58)
H (1.58, 0.38, -2.97)
H (3.06, -1.77, 0.70)
H (1.96, -1.30, 2.00)
H (-0.29, -0.47, 1.54)
H (-1.50, -1.47, -0.70)
H (-1.49, 0.23, -1.11)
H (-3.14, 1.56, -1.28)
H (-5.34, 2.06, -2.21)
H (-7.35, 0.89, -1.40)
H (-7.15, -0.80, 0.39)
H (-4.92, -1.32, 1.34)

Summary:
- 2S+1 = 1
- M (g/mol) = 401.42
- ΔE to the lowest compared entry with this formula, charge and spin (kcal per mole) = 205.12
- structure (SMILES) = CCCCN1C[C@@]2([N+](=O)[O-])C=CC(=O)[C@@]([N+](=O)[O-])(C1)[C@@H]2CC(=O)c1ccccc1
- total energy (eV) = -37862.7523
- frontier orbital gap (eV) = 8.45

These are the Löwdin partial charges, in e, on atoms 1 to 8: C -0.113; C -0.265; C -0.189; C -0.189; N -0.141; C -0.079; C -0.281; N -0.330

---

[3]
A molecular structure, C20H23N5OPdS3. Source: the OMol25 dataset; level of theory: ωB97M-V with the def2-TZVPD basis set.

Cartesian coordinates (Å):
Pd (-1.34, -0.13, 1.01)
C (-0.66, 3.71, 4.66)
S (-0.09, 2.03, 5.06)
C (-0.72, 1.16, 3.67)
S (-0.26, 1.67, 2.04)
N (-1.44, 0.13, 3.90)
N (-1.85, -0.57, 2.83)
C (-2.77, -1.54, 2.96)
C (-3.24, -2.16, 1.80)
C (-4.22, -3.18, 1.80)
C (-4.69, -3.67, 0.62)
C (-4.16, -3.18, -0.59)
C (-3.18, -2.21, -0.53)
N (-2.73, -1.70, 0.61)
H (-0.15, 4.37, 5.36)
H (-1.73, 3.78, 4.80)
H (-0.38, 3.96, 3.64)
H (-3.12, -1.78, 3.96)
H (-4.58, -3.54, 2.76)
H (-5.45, -4.44, 0.60)
H (-4.50, -3.55, -1.54)
H (-2.73, -1.82, -1.44)
C (3.61, 0.60, 2.34)
C (3.51, -0.65, 1.48)
N (2.93, -0.39, 0.16)
C (3.81, 0.18, -0.87)
C (3.76, 1.70, -1.01)
C (1.64, -0.62, -0.14)
S (0.71, -1.67, 0.88)
N (1.22, -0.14, -1.30)
C (0.00, 0.17, -1.70)
O (-1.02, 0.36, -0.99)
C (-0.16, 0.38, -3.17)
C (-1.45, 0.53, -3.69)
C (-1.62, 0.74, -5.05)
C (-0.52, 0.82, -5.89)
C (0.76, 0.68, -5.37)
C (0.94, 0.47, -4.01)
H (3.98, 0.33, 3.33)
H (2.64, 1.07, 2.45)
H (4.31, 1.32, 1.90)
H (2.88, -1.39, 1.98)
H (4.49, -1.10, 1.33)
H (3.53, -0.28, -1.81)
H (4.83, -0.14, -0.62)
H (2.74, 2.02, -1.20)
H (4.38, 2.00, -1.85)
H (4.12, 2.20, -0.11)
H (-2.30, 0.48, -3.03)
H (-2.62, 0.86, -5.46)
H (-0.66, 0.99, -6.95)
H (1.62, 0.76, -6.02)
H (1.93, 0.37, -3.59)

Summary:
- 2S+1 = 3
- M (g/mol) = 552.06
- total energy (eV) = -66596.3233
- frontier orbital gap (alpha / beta) (eV) = 5.82 / 6.03

These are the Löwdin partial charges, in e, on atoms 1 to 8: Pd 0.764; C -0.406; S 0.801; C -1.083; S 0.571; N -0.076; N -0.242; C -0.079

---

Question: M of number 3 (C20H23N5OPdS3)?
Answer: 552.06 g/mol

---

Question: What is the total energy in the second record?
Answer: -37862.7523 eV

---

Question: Which value of M does entry 2 give?
Answer: 401.42 g/mol